78
Properties=species:S:1:pos:R:3:forces:R:3 method="wB97M-V/def2-TZVPD" energy_ha=-2355.79791 homo_ev=-9.3 charge=0 orbital_gap_ha=0.2931
H -4.529 -5.826 -6.869 0.15 -0.07 0.08
N 0.090 4.475 -0.645 -0.73 0.00 -1.24
C -2.247 -6.917 -5.930 -0.32 -0.44 -0.36
C 1.136 -1.759 -1.167 0.37 0.63 0.87
C 0.476 -0.383 -0.882 -0.82 1.63 0.13
H 2.501 1.765 -2.862 -0.11 -0.99 0.64
C 0.844 5.186 7.564 0.20 0.04 0.11
H 0.617 -2.524 -1.814 0.72 1.00 0.61
H -0.972 -9.270 -6.230 -0.07 0.17 0.02
H 4.049 5.404 9.715 -0.05 0.00 -0.04
C 0.768 5.031 8.945 0.08 -0.01 0.21
C -1.476 -1.612 0.394 -0.18 1.68 -1.15
C -0.407 -8.563 -5.634 0.14 -0.14 0.00
H 1.934 6.108 2.852 0.00 -0.04 0.17
O 1.687 3.916 -2.285 -0.37 0.25 0.44
C -3.978 -5.154 -6.221 -0.17 0.15 -0.03
H 4.190 5.690 7.269 -0.15 0.01 -0.11
C 0.841 -8.917 -5.142 -0.05 0.10 0.01
N -2.167 -2.178 -0.812 -0.04 0.54 0.42
C 2.339 -1.982 -0.574 -1.08 0.06 -0.46
C 1.918 5.115 9.717 -0.02 0.00 -0.12
C 1.151 0.833 -1.415 -1.57 0.00 0.88
H 3.547 0.629 -0.504 0.17 -0.10 -0.42
H -4.169 -2.031 -4.910 0.02 -0.06 -0.02
C -0.202 -6.401 -4.581 0.06 -0.16 -0.08
C 0.891 3.560 -1.471 0.64 -1.83 0.31
H -0.122 6.021 1.498 -0.20 0.37 0.26
H 2.939 -2.889 -0.807 -0.55 0.74 0.44
O -0.160 -4.300 -3.523 -0.03 -0.12 -0.12
C 0.925 5.606 4.684 -0.19 -0.02 -0.07
H -2.290 -1.306 1.092 0.90 -0.64 -0.14
C -2.569 -3.417 -4.566 -0.31 0.38 -0.02
C 3.150 5.346 9.112 -0.08 0.00 -0.08
C -1.109 3.718 -0.219 0.61 -1.38 0.24
C -0.928 -7.301 -5.365 0.17 0.01 0.10
H 2.708 -1.226 0.163 -0.13 -0.98 -0.86
H 1.624 -6.059 -3.498 -0.17 0.04 -0.04
O -2.121 4.266 0.082 0.30 -0.38 0.07
C 2.076 5.437 6.960 -0.04 -0.04 0.21
N 3.697 0.609 -1.509 -0.28 0.33 -0.16
C -2.771 -5.556 -5.657 -0.09 0.18 -0.01
H -1.587 -2.002 -1.640 -0.19 -0.29 0.38
H -2.406 4.998 4.963 0.14 0.02 0.12
H -0.188 4.848 9.421 0.00 0.00 -0.19
C -0.301 5.308 5.283 0.05 0.03 -0.15
H 1.247 -9.899 -5.356 -0.03 0.06 0.01
H 2.391 -0.046 -3.020 -0.26 0.86 0.67
F -2.528 1.132 0.921 1.18 -0.19 -0.75
C -0.734 2.224 -0.317 0.99 -1.19 -0.57
C -0.761 -5.066 -4.257 0.42 0.38 0.50
C 1.575 -8.012 -4.380 -0.10 0.04 -0.02
O -1.458 4.817 7.268 0.13 0.02 -0.02
H 4.190 -0.231 -1.804 -0.28 0.27 0.40
F 0.829 4.722 0.518 0.76 -0.72 -0.47
H -2.021 -2.742 -3.921 0.06 -0.14 -0.05
H -2.982 -1.566 -0.937 0.24 -0.49 -0.16
H -0.737 -2.325 0.826 -0.66 0.65 -0.30
C -1.387 5.492 3.142 0.09 0.01 0.17
H 2.555 -8.285 -4.007 -0.06 0.02 -0.01
C 1.052 -6.759 -4.095 0.17 -0.14 0.03
H 1.856 4.999 10.793 0.00 0.00 -0.06
C -4.478 -3.886 -5.957 0.13 -0.05 0.06
C 0.519 2.102 -1.098 -1.76 -0.43 1.02
O -2.882 -7.701 -6.608 0.08 0.09 0.08
C 2.450 0.803 -2.280 -0.41 -0.21 -0.37
C -0.794 -0.272 -0.093 1.40 0.56 -0.09
H -2.286 5.444 2.539 0.06 0.01 0.02
H -5.416 -3.572 -6.399 0.05 -0.03 0.03
C -0.391 5.080 6.746 -0.60 -0.13 0.19
C -0.168 5.812 2.550 -0.34 0.33 0.65
O 3.245 5.851 4.964 -0.11 -0.03 0.09
C -1.380 1.034 0.191 1.66 -0.15 -1.27
C 0.986 5.863 3.318 -0.09 0.01 -0.16
C 3.230 5.506 7.736 0.10 0.00 0.19
C 2.169 5.645 5.493 0.55 0.13 -0.35
C -2.064 -4.678 -4.838 -0.07 -0.08 -0.09
C -1.454 5.241 4.505 -0.09 -0.01 -0.18
C -3.776 -3.019 -5.122 0.03 -0.09 -0.03